Record 1
Computed, not measured: the molecule C5H13NS2, with ωB97M-V with the def2-TZVPD basis set.

Calculated values
* total energy: -28556.131 eV
* energy relative to the best compared isomer or geometry (same formula, charge and spin): 0.499 eV
* LUMO level: 0.829 eV
* spin multiplicity: 1
* orbital gap: 9.06 eV
* max |F|: 0.0299 Eh/bohr

The geometry in XYZ format:
```
21
Properties=species:S:1:pos:R:3:forces:R:3:mulliken_charge:R:1
N 1.7262 1.8349 -0.8086 -0.07 -0.61 0.55 -0.7107
C 1.1115 1.0684 0.2987 0.93 -0.37 -1.13 0.8784
C 1.7104 1.5916 1.5937 -0.84 0.26 1.26 -1.3145
C 1.4630 -0.4112 0.0743 0.56 -0.37 0.60 -1.0493
S 0.2434 -1.5585 0.7787 0.04 -0.37 -0.10 -0.0853
S -0.4446 -2.5354 -0.8934 -0.03 -0.22 -0.36 -0.1267
C -2.2335 -2.2204 -0.8997 -0.51 0.54 0.28 -0.3787
C -2.6244 -0.8051 -0.5318 -1.04 0.61 0.18 -1.1340
H 2.0059 2.7420 -0.4744 -0.27 0.30 -0.46 0.1919
H 1.1300 1.8529 -1.6224 0.07 0.34 -0.04 0.2194
H 0.0235 1.1445 0.2923 -0.09 0.17 0.12 0.0889
H 2.1963 0.8739 2.2577 0.16 -0.30 -0.51 0.2909
H 0.9206 1.9821 2.2463 0.06 0.27 -0.21 0.3013
H 2.4123 2.3975 1.4094 0.17 0.07 0.00 0.3822
H 1.7373 -0.7095 -0.9381 -0.65 0.31 -0.18 0.4979
H 2.3827 -0.6510 0.6183 -0.04 0.18 0.09 0.3201
H -2.6995 -2.4242 -1.8668 0.74 -0.23 -0.27 0.3531
H -2.6979 -2.9328 -0.2254 -0.04 -0.01 0.25 0.2844
H -2.4847 -0.5553 0.5157 0.41 -0.10 0.06 0.3293
H -3.7038 -0.6611 -0.6807 0.06 -0.27 -0.08 0.3852
H -2.1748 -0.0234 -1.1439 0.39 -0.21 -0.05 0.2763
```
Positions in Å, forces in eV/Å.

=====

Record 2
Computed, not measured: a cluster of 2 separate species, C5H13O in total, with ωB97M-V with the def2-TZVPD basis set.

Calculated values
* total energy: -7431.009 eV
* energy relative to the best compared isomer or geometry (same formula, charge and spin): 3.691 eV
* LUMO level (alpha / beta): -3.901 / -3.815 eV
* spin multiplicity: 1
* orbital gap (alpha / beta): 8.96 / 9.05 eV
* max |F|: 0.0889 Eh/bohr
* net charge: +1

The geometry in XYZ format:
```
19
Properties=species:S:1:pos:R:3:forces:R:3:mulliken_charge:R:1
C -0.9192 1.4416 1.2042 1.40 3.24 -2.82 -1.1597
C -1.6086 -1.4183 -0.1160 1.06 4.16 1.57 -0.7150
C 0.6666 0.6905 -1.3867 -2.10 -0.10 -1.81 -0.7477
C 1.7633 -0.9123 -0.0211 1.28 -1.38 -3.74 -0.6986
C -0.1569 0.2375 0.9315 -2.42 -3.14 -1.24 -0.1375
O 0.9103 0.2686 -0.0323 1.42 -0.19 0.45 -0.0005
H -1.3607 1.8500 0.2303 0.12 -0.63 1.37 0.3010
H -0.3873 2.3627 1.6048 0.00 -1.27 -0.20 0.3266
H -1.6554 1.2122 1.8879 -1.80 -0.55 1.30 0.4076
H -1.0799 -1.2438 -1.0467 -0.06 -1.19 0.08 0.3133
H -2.4927 -0.7609 -0.0581 0.28 -0.76 0.05 0.2978
H -1.4906 -2.1525 0.6658 0.14 -0.46 -0.61 0.3376
H -0.4443 0.8106 -1.5281 1.13 -0.32 0.25 0.4087
H 1.0877 1.6547 -1.4754 0.69 0.92 -0.26 0.2690
H 1.0550 -0.0158 -2.1851 -0.29 0.67 1.47 0.3587
H 2.0336 -1.2824 0.9548 -0.33 0.33 0.33 0.3349
H 1.2037 -1.6741 -0.6904 0.88 0.86 1.60 0.3655
H 2.7206 -0.6596 -0.6553 -1.82 -0.18 1.59 0.3181
H 0.1547 -0.4088 1.7160 0.42 -0.02 0.62 0.4201
```
Positions in Å, forces in eV/Å.

=====

Record 3
Computed, not measured: a cluster of 2 separate species, C5H13O2 in total, with ωB97M-V with the def2-TZVPD basis set.

Calculated values
* total energy: -9489.116 eV
* energy relative to the best compared isomer or geometry (same formula, charge and spin): 2.212 eV
* LUMO level: 3.901 eV
* spin multiplicity: 1
* orbital gap: 7.00 eV
* max |F|: 0.0653 Eh/bohr
* net charge: -1

The geometry in XYZ format:
```
20
Properties=species:S:1:pos:R:3:forces:R:3:mulliken_charge:R:1
C 1.0573 -0.0973 0.7815 0.42 -3.00 1.46 -0.5991
O 0.4761 -1.3717 0.6259 0.33 1.19 -0.02 -0.7855
C 0.0190 1.0277 0.9929 1.55 0.89 -2.02 -0.8784
C -0.3032 1.6196 -0.3688 -0.24 -0.19 -2.74 0.5618
C 0.9646 2.1002 -1.1600 -0.39 1.95 -1.59 -1.5034
C -1.1475 0.5933 -1.1963 0.21 0.49 0.41 -1.4045
H 1.9197 -0.0984 0.0735 -1.00 1.31 -0.81 0.2747
H 1.7285 -0.1333 1.6593 -0.32 0.30 0.90 0.2863
H -0.8595 0.5720 1.3796 -0.59 -0.33 0.72 0.3873
H 0.4055 1.8290 1.6087 0.12 0.12 0.61 0.3494
H -0.8408 2.5442 -0.5634 -0.87 0.23 1.83 0.3271
H 0.8024 3.1458 -1.5739 -0.51 -0.60 0.56 0.4174
H 1.2564 1.6866 -2.1453 0.01 -1.02 0.96 0.3198
H 1.8066 2.3445 -0.5476 0.82 -0.71 0.54 0.3630
H -0.4865 -0.2522 -1.4050 -0.13 0.15 -1.03 0.3629
H -1.8745 0.0728 -0.5797 -0.31 0.32 0.43 0.3361
H -1.7436 1.1427 -1.9791 1.03 -0.97 0.12 0.3449
H -0.5099 -2.3527 0.7231 -0.45 -1.45 -1.92 0.3941
H -0.8755 -3.8142 1.1391 -0.21 -0.33 -0.39 0.2230
O -0.9861 -3.3236 0.3107 0.56 1.64 2.00 -0.7770
```
Positions in Å, forces in eV/Å.

=====

Record 4
Computed, not measured: a cluster of 2 separate species, C5H13O2 in total, with ωB97M-V with the def2-TZVPD basis set.

Calculated values
* total energy: -9485.641 eV
* energy relative to the best compared isomer or geometry (same formula, charge and spin): 1.378 eV
* LUMO level (alpha / beta): 6.396 / 6.345 eV
* spin multiplicity: 2
* orbital gap (alpha / beta): 2.31 / 6.79 eV
* ⟨S²⟩: 0.75
* max |F|: 0.0569 Eh/bohr
* net charge: -2

The geometry in XYZ format:
```
20
Properties=species:S:1:pos:R:3:forces:R:3:mulliken_charge:R:1
C 0.5563 -0.1441 -1.6057 -1.79 0.77 -1.56 -0.6816
O -0.8198 -0.2810 -1.7180 0.19 -0.15 -0.03 -0.8820
C 1.0604 -0.0207 -0.1763 -0.57 -1.55 0.15 -0.0256
C 1.1771 1.3134 0.5262 -0.35 2.57 1.09 -1.3905
C 0.2587 1.5380 1.8061 2.53 -1.29 0.69 -0.9944
C 0.4534 0.4727 2.9226 0.55 0.04 -0.46 -3.7942
H 1.0388 -1.0526 -2.0645 0.33 0.50 0.08 0.1950
H 0.8323 0.7963 -2.2056 0.47 -0.85 0.40 0.2230
H 1.9939 -0.6054 -0.2186 0.16 0.39 0.64 0.5465
H 0.2916 -0.6883 0.3355 1.06 0.89 -0.10 -0.0232
H 1.0189 2.3121 -0.0507 -0.41 -1.91 -0.09 0.2031
H 2.1760 1.6236 0.8925 0.06 -1.12 -0.07 0.5503
H -0.7398 1.6211 1.4683 -1.07 0.85 0.10 0.8462
H 0.8207 2.3178 2.3456 -1.27 1.09 -0.55 0.7633
H 0.0423 -0.4855 2.7266 -0.75 -0.98 -0.39 0.4311
H 0.1973 0.6605 3.9911 0.01 0.56 -0.70 2.0914
H 1.5199 0.2996 2.8592 0.61 -0.17 0.58 -0.0172
H -2.2466 -2.9043 -2.4219 -0.47 0.09 0.70 0.2573
H -1.7665 -1.6273 -1.7961 -0.26 0.36 1.06 0.4060
O -2.4670 -2.3751 -1.6272 0.98 -0.12 -1.54 -0.7044
```
Positions in Å, forces in eV/Å.

=====

Record 5
Computed, not measured: a cluster of 2 separate species, C5H13O2S in total, with ωB97M-V with the def2-TZVPD basis set.

Calculated values
* total energy: -20324.467 eV
* energy relative to the best compared isomer or geometry (same formula, charge and spin): 1.835 eV
* LUMO level: 3.284 eV
* spin multiplicity: 1
* orbital gap: 6.80 eV
* max |F|: 0.0758 Eh/bohr
* net charge: -1

The geometry in XYZ format:
```
21
Properties=species:S:1:pos:R:3:forces:R:3:mulliken_charge:R:1
C 1.0109 -1.6980 -0.4110 -2.29 0.56 -0.78 -0.7977
O 0.7085 -1.5962 0.8855 -0.79 -0.58 3.10 -0.9056
C -0.1215 -1.0981 -1.2996 -1.80 0.49 2.25 -0.0260
C -0.0190 0.3355 -1.7831 3.57 0.05 -0.28 -0.7798
C 0.9436 1.3030 -0.9490 -0.84 0.82 -0.92 -0.6073
S -0.0815 2.4157 0.1193 0.11 -1.54 1.08 -0.2182
C -0.5043 1.1194 1.4260 0.37 -2.08 -1.84 -0.5597
H 1.2178 -2.6688 -0.7993 0.71 -1.21 -0.27 0.2825
H 1.7577 -1.0033 -0.4242 3.31 1.15 -1.71 0.3925
H -0.9539 -1.1131 -0.5136 0.68 -0.16 -1.38 -0.2160
H -0.4695 -1.6373 -2.1515 -0.08 -1.06 -0.55 0.5521
H 0.3113 0.3257 -2.8482 0.34 0.05 0.56 0.3602
H -0.9564 0.7656 -1.8559 -1.97 1.04 0.21 0.4043
H 1.4511 2.0376 -1.6435 -0.37 -0.89 0.65 0.2949
H 1.7141 0.8134 -0.3160 -0.68 0.26 -0.55 0.2920
H -0.1077 0.0662 1.0669 -0.64 1.50 -0.14 -0.0468
H -1.6053 0.9084 1.5647 1.31 0.92 0.40 0.2948
H 0.2155 1.1159 2.2394 -0.73 0.90 0.78 0.3371
H -1.8561 -1.7954 1.1841 -0.49 0.18 -0.22 0.2615
H -0.4987 -2.2878 1.6352 -2.00 -1.07 -1.58 0.4460
O -1.5553 -2.6475 1.4961 2.27 0.65 1.20 -0.7609
```
Positions in Å, forces in eV/Å.

=====

Record 6
Computed, not measured: a cluster of 3 separate species, C5H13O3 in total, with ωB97M-V with the def2-TZVPD basis set.

Calculated values
* total energy: -11534.239 eV
* energy relative to the best compared isomer or geometry (same formula, charge and spin): 4.304 eV
* LUMO level: 3.619 eV
* spin multiplicity: 1
* orbital gap: 7.42 eV
* max |F|: 0.2373 Eh/bohr
* net charge: -1

The geometry in XYZ format:
```
21
Properties=species:S:1:pos:R:3:forces:R:3:mulliken_charge:R:1
C -1.2999 -0.8301 0.7692 -1.87 -1.98 2.48 -0.4255
O -0.1552 -0.6164 1.5527 -1.17 5.22 1.22 -0.5113
C -0.9873 -0.7468 -0.6420 -0.73 -0.41 -1.99 -0.1049
C 0.3140 -1.3211 -1.0843 1.68 -1.54 -1.39 -0.4732
C 1.4519 -0.7778 -0.1819 1.55 0.82 -1.60 -0.1286
C 2.0904 -1.2928 0.8827 1.58 2.44 -1.99 -0.6082
H -2.2044 -0.0357 1.0246 1.86 -2.50 -0.36 0.2678
H -1.4137 -2.0016 0.9633 -1.02 2.27 0.08 0.2644
H -1.7360 -1.2225 -1.2888 -0.39 0.24 0.37 0.3284
H -1.0111 0.2789 -0.8632 0.19 1.56 -0.77 -0.0915
H 0.3820 -0.9301 -2.2172 0.52 -1.03 2.44 0.2498
H 0.3126 -2.5177 -1.1393 -0.06 2.47 0.29 0.2809
H 1.7439 0.2785 -0.5377 -0.45 -1.55 0.96 0.0846
H 2.0012 -2.2364 1.2935 -0.76 -1.89 0.56 0.3137
H 2.8420 -0.6707 1.4158 -0.59 -0.31 -0.56 0.2134
H -0.5195 3.3038 -0.0946 -0.28 -1.57 1.09 0.3827
H 0.8695 2.9275 -0.4204 5.99 -0.14 -10.63 0.1890
O 0.5094 2.9227 0.3178 -5.83 0.91 9.92 -0.7706
H -1.4081 2.1352 -0.7564 1.64 -4.04 -1.37 0.2027
H 0.0095 0.4540 1.5110 -0.28 -3.59 0.15 0.3764
O -1.7911 2.8993 -0.5045 -1.58 4.61 1.10 -1.0400
```
Positions in Å, forces in eV/Å.

=====

Record 7
Computed, not measured: a cluster of 2 separate species, C5H13O3 in total, with ωB97M-V with the def2-TZVPD basis set.

Calculated values
* total energy: -11535.664 eV
* energy relative to the best compared isomer or geometry (same formula, charge and spin): 2.878 eV
* LUMO level: 3.600 eV
* spin multiplicity: 1
* orbital gap: 6.09 eV
* max |F|: 0.0907 Eh/bohr
* net charge: -1

The geometry in XYZ format:
```
21
Properties=species:S:1:pos:R:3:forces:R:3:mulliken_charge:R:1
C -1.7675 -0.3146 -0.6901 -0.04 -0.50 -0.54 -0.0686
O -2.8542 0.4178 -0.5568 -0.39 -0.17 0.89 -0.8535
C -0.7395 0.6746 -1.5696 0.83 -4.58 0.31 -0.7891
C 0.7705 0.2471 -1.7382 -0.57 3.77 0.57 -0.5872
C 1.3031 -0.4298 -0.5156 1.11 -2.21 1.23 -0.1126
C 2.1442 0.3752 0.5586 2.77 -2.23 -0.77 -0.2920
O 2.0549 -0.2213 1.9022 0.27 2.11 -1.00 -0.5320
H -1.3686 -0.9486 0.3112 -0.10 1.84 -1.20 -0.0703
H -1.9706 -1.2876 -1.2898 0.55 0.72 -0.24 0.0787
H -1.2438 0.6585 -2.5219 -0.09 0.23 -0.40 0.2990
H -0.7874 1.6135 -1.1600 -0.37 2.19 1.22 0.3596
H 1.3311 1.2261 -2.0563 -0.47 -1.48 0.95 0.2167
H 0.9450 -0.3308 -2.5709 0.00 -1.68 -1.90 0.4215
H 0.4883 -0.8109 0.0666 -0.93 0.27 0.21 -0.0337
H 1.7177 -1.5591 -0.8165 0.16 3.01 0.78 0.2137
H 3.2571 0.2232 0.1959 -1.68 0.58 0.79 0.1747
H 2.0370 1.4621 0.7014 -0.71 -0.58 -0.41 0.2987
H 1.8613 -1.1337 1.8156 -0.35 -1.30 -0.33 0.2882
H -2.4528 -0.6926 3.1005 0.06 -0.16 -0.16 0.3211
H -2.4575 0.7896 3.1437 -0.11 0.81 -0.62 0.3304
O -2.2683 0.0414 3.6902 0.04 -0.64 0.64 -0.6631
```
Positions in Å, forces in eV/Å.

=====

Record 8
Computed, not measured: a structure of composition C5H13O3Yb, with ωB97M-V with the def2-TZVPD basis set.

Calculated values
* total energy: -43054.286 eV
* energy relative to the best compared isomer or geometry (same formula, charge and spin): 4.898 eV
* LUMO level (alpha / beta): -4.012 / -4.086 eV
* spin multiplicity: 1
* orbital gap (alpha / beta): 5.28 / 5.22 eV
* max |F|: 0.0606 Eh/bohr
* net charge: +1

The geometry in XYZ format:
```
22
Properties=species:S:1:pos:R:3:forces:R:3:mulliken_charge:R:1
C 1.1212 -0.4582 -1.6338 -0.59 0.83 -2.95 -0.3762
O -0.0059 0.2799 -1.4631 0.70 0.10 0.76 -0.3167
C -1.2286 -0.3734 -1.7748 -0.91 -0.69 -0.23 -0.4523
C -2.3756 0.4438 -1.2423 -0.33 0.25 0.02 -0.4734
O -2.3915 1.7048 -1.8583 0.47 -0.43 -0.13 -0.3150
C -3.4925 2.4918 -1.4776 -0.52 0.29 0.20 -0.7249
H 1.7224 0.1419 -2.3299 0.19 -0.79 0.11 0.3412
H 0.9741 -1.5253 -1.8595 0.16 0.46 0.13 0.4269
H -1.2511 -1.3692 -1.3031 -0.01 0.10 -0.06 0.4367
H -1.3117 -0.4916 -2.8681 0.13 0.09 0.36 0.3187
H -2.2799 0.5480 -0.1463 -0.04 -0.02 -0.10 0.1682
H -3.3138 -0.1031 -1.4491 0.21 0.04 0.10 0.4095
H -3.4965 2.6732 -0.3890 0.00 -0.03 -0.25 0.3107
H -3.4135 3.4524 -1.9995 0.01 -0.31 0.14 0.2438
H -4.4437 2.0066 -1.7571 0.24 0.13 0.07 0.3034
Yb 0.9358 -0.3807 1.3304 -0.68 -0.16 1.10 0.2636
O 2.4555 -0.5436 -0.5066 -1.13 -0.48 1.59 -0.1279
H 2.5879 0.3516 -0.0990 0.80 1.04 -0.05 0.2837
C 3.6706 -1.2463 -0.8420 0.86 -0.88 -0.92 -0.5970
H 4.4281 -0.9386 -0.1175 0.03 -0.03 -0.56 0.3449
H 3.5081 -2.3254 -0.7843 -0.19 0.26 0.32 0.2812
H 3.8474 -1.0221 -1.8987 0.61 0.22 0.35 0.2509
```
Positions in Å, forces in eV/Å.

=====

Question: The highest spin multiplicity belongs to which entry?
Answer: number 4

=====

Question: What is the energy relative to the best compared isomer or geometry (same formula, charge and spin) in the fifth record?
Answer: 1.835 eV